# 1
C29H56BCuN8Si4Te | ωB97M-V/def2-TZVPD

Its total charge is -1. The calculation puts the LUMO energy (spin up / spin down) at 2.52 / 2.18 eV. The value obtained for the largest force on an atom is 0.49 eV/A. The energy above the lowest of the compared OMol25 structures with the same formula, charge and spin is 0.414 eV. As for the multiplicity: 2.

Cartesian coordinates (Å):
Cu: 0.545 2.038 1.324
C: -0.024 4.463 3.588
C: 0.007 4.898 2.160
C: -0.120 6.187 1.618
C: -0.066 5.995 0.258
N: 0.113 4.682 0.009
N: 0.125 4.010 1.189
B: 0.037 3.893 -1.324
N: -1.353 3.207 -1.372
C: -1.795 2.297 -2.267
C: -3.108 2.025 -1.983
C: -3.397 2.834 -0.863
C: -4.676 2.926 -0.089
N: -2.343 3.546 -0.504
N: 1.161 2.800 -1.422
C: 1.659 2.216 -2.526
C: 2.624 1.308 -2.145
C: 2.662 1.399 -0.746
C: 3.488 0.654 0.247
N: 1.783 2.299 -0.323
N: 0.247 4.821 -2.557
C: 0.927 5.978 -2.718
C: 0.921 6.299 -4.054
C: 0.209 5.250 -4.662
C: -0.077 5.033 -6.116
N: -0.178 4.362 -3.762
H: -0.074 5.328 4.248
H: 0.863 3.882 3.845
H: -0.892 3.828 3.775
H: -0.238 7.119 2.143
H: -0.207 6.709 -0.530
H: -1.148 1.927 -3.045
H: -3.764 1.340 -2.496
H: -5.508 2.520 -0.667
H: -4.900 3.962 0.164
H: -4.612 2.364 0.846
H: 1.295 2.494 -3.503
H: 3.216 0.672 -2.784
H: 4.415 0.294 -0.198
H: 2.929 -0.205 0.628
H: 3.729 1.294 1.097
H: 1.407 6.483 -1.901
H: 1.358 7.166 -4.522
H: 0.129 5.938 -6.688
H: -1.119 4.753 -6.272
H: 0.545 4.232 -6.520
C: 4.264 -2.397 1.790
Si: 3.161 -3.304 0.554
C: 3.724 -5.099 0.655
C: 3.604 -2.769 -1.200
Si: 0.916 -2.872 1.001
Te: -0.309 -0.170 2.265
Si: -0.191 -3.867 -0.800
C: 0.509 -5.559 -1.258
C: 0.012 -2.796 -2.332
C: -2.031 -4.141 -0.552
Si: 0.380 -4.008 2.948
C: -1.435 -3.831 3.401
C: 0.732 -5.859 2.967
C: 1.364 -3.271 4.373
H: 5.236 -2.151 1.351
H: 4.438 -3.029 2.667
H: 3.808 -1.469 2.145
H: 4.785 -5.167 0.389
H: 3.158 -5.738 -0.026
H: 3.602 -5.503 1.662
H: 4.670 -2.535 -1.275
H: 3.036 -1.894 -1.525
H: 3.385 -3.581 -1.902
H: 1.532 -5.464 -1.633
H: -0.097 -6.027 -2.042
H: 0.537 -6.232 -0.396
H: 1.064 -2.745 -2.627
H: -0.323 -1.771 -2.151
H: -0.559 -3.202 -3.174
H: -2.238 -4.675 0.380
H: -2.433 -4.731 -1.381
H: -2.574 -3.195 -0.515
H: -2.095 -4.255 2.639
H: -1.699 -2.776 3.519
H: -1.629 -4.345 4.348
H: 0.114 -6.389 2.235
H: 0.513 -6.267 3.959
H: 1.775 -6.076 2.731
H: 1.235 -2.185 4.403
H: 2.435 -3.475 4.270
H: 1.026 -3.684 5.329
C: -4.119 -1.018 0.059
C: -3.096 -1.049 1.193
C: -3.752 -0.607 2.499
C: -1.902 -0.171 0.812
H: -4.966 -1.676 0.273
H: -3.677 -1.327 -0.892
H: -4.498 -0.001 -0.073
H: -2.737 -2.075 1.322
H: -3.997 0.460 2.457
H: -3.093 -0.760 3.354
H: -4.676 -1.163 2.674
H: -2.224 0.866 0.685
H: -1.462 -0.495 -0.133

---

# 2
C29H56NO6P2SiV | ωB97M-V/def2-TZVPD

Its total charge is +1. The calculation puts the LUMO energy (spin up / spin down) at -2.82 / -2.92 eV. The value obtained for the largest force on an atom is 2.63 eV/A. As for the multiplicity: 2.

Cartesian coordinates (Å):
C: -1.142 1.881 -4.634
C: -1.163 0.846 -3.673
N: -0.069 0.564 -2.941
C: 1.120 1.132 -3.264
C: 1.169 2.199 -4.172
C: 0.033 2.611 -4.829
C: -2.473 0.111 -3.452
P: -2.271 -1.190 -2.144
V: -0.287 -0.591 -1.034
P: 2.299 -1.048 -1.988
C: 2.379 0.616 -2.604
C: -0.355 -2.695 -0.136
C: -0.816 -2.606 1.157
C: -0.761 -3.710 2.022
C: -0.233 -4.923 1.557
C: 0.210 -5.021 0.242
C: 0.148 -3.912 -0.630
O: -2.359 -2.231 -6.400
O: 0.801 -2.233 -4.993
H: -2.071 2.123 -5.133
H: 2.136 2.671 -4.364
H: 0.029 3.441 -5.545
C: -3.292 -0.304 -0.953
C: -3.186 -2.658 -2.650
H: 3.205 0.598 -3.334
H: 2.664 1.285 -1.775
H: -2.871 -0.297 -4.338
H: -3.271 0.826 -3.155
C: 3.078 -1.136 -0.402
C: 3.043 -2.121 -3.171
H: -1.240 -1.664 1.515
H: -1.120 -3.615 3.045
H: -0.188 -5.778 2.232
H: 0.619 -5.967 -0.112
H: 0.496 -4.010 -1.645
H: -0.044 -1.729 -4.901
H: 0.596 -3.186 -4.757
H: -1.637 -2.176 -5.804
H: -2.248 -1.370 -6.849
H: 1.060 -1.688 -1.729
H: -4.156 0.049 -1.520
H: -3.622 -0.962 -0.152
H: -2.754 0.545 -0.523
H: -4.263 -2.437 -2.599
H: -2.920 -2.964 -3.677
H: -2.968 -3.479 -1.951
H: 4.043 -1.703 -3.319
H: 3.097 -3.131 -2.753
H: 2.462 -2.103 -4.100
H: 4.099 -0.807 -0.623
H: 2.583 -0.472 0.318
H: 3.072 -2.177 -0.058
C: 3.216 0.510 2.880
C: 2.057 -0.357 3.377
C: 2.397 -1.843 3.248
C: 1.767 0.003 4.832
O: 0.848 -0.152 2.601
Si: 0.186 1.109 1.773
O: -0.081 0.736 0.260
O: -1.322 1.463 2.295
C: -2.275 1.100 3.280
C: -3.370 0.236 2.663
C: -1.610 0.346 4.419
C: -2.875 2.410 3.773
O: 1.217 2.379 1.773
C: 0.896 3.669 1.166
C: 0.416 3.555 -0.277
C: -0.171 4.337 2.017
C: 2.203 4.446 1.216
H: 4.082 0.336 3.546
H: 2.959 1.577 2.922
H: 3.526 0.236 1.864
H: 3.295 -2.053 3.851
H: 1.565 -2.461 3.620
H: 2.612 -2.118 2.206
H: 2.681 -0.151 5.421
H: 1.476 1.063 4.906
H: 0.980 -0.655 5.236
H: -2.999 -0.745 2.344
H: -4.149 0.059 3.423
H: -3.849 0.745 1.820
H: -0.836 0.955 4.899
H: -2.362 0.114 5.187
H: -1.194 -0.612 4.081
H: -2.096 3.062 4.184
H: -3.392 2.922 2.950
H: -3.611 2.211 4.561
H: -0.557 3.056 -0.364
H: 0.287 4.570 -0.689
H: 1.154 3.059 -0.914
H: 0.153 4.380 3.064
H: -0.341 5.364 1.662
H: -1.123 3.803 1.950
H: 2.561 4.525 2.250
H: 2.971 3.950 0.606
H: 2.045 5.457 0.819

---

# 3
C29H57Cl2NO9P | ωB97M-V/def2-TZVPD

Its total charge is -1. The calculation puts the LUMO energy at 1.71 eV. The value obtained for the largest force on an atom is 1.08 eV/A.

Cartesian coordinates (Å):
C: 3.323 -1.363 -2.956
C: 4.642 -1.191 -3.718
Cl: 5.164 -2.824 -4.365
C: 4.516 -0.233 -4.884
C: 5.830 0.127 -5.578
N: 6.852 0.499 -4.536
P: 7.703 1.948 -4.752
O: 9.245 1.373 -4.860
Cl: 7.770 2.544 -2.689
C: 5.595 1.207 -6.659
O: 6.042 0.921 -7.784
O: 4.990 2.230 -6.284
H: 3.257 -2.383 -2.582
H: 3.340 -0.702 -2.091
H: 2.458 -1.102 -3.560
H: 5.414 -0.882 -3.021
H: 4.055 0.704 -4.563
H: 3.865 -0.703 -5.626
H: 6.202 -0.766 -6.079
H: 7.493 -0.283 -4.453
H: 9.293 0.444 -4.604
C: -0.935 -1.251 -0.032
C: -0.904 0.272 0.032
C: 0.570 0.564 -0.212
O: 1.049 -0.488 -1.060
C: 0.085 -1.535 -1.127
H: -1.918 -1.666 -0.256
H: -0.593 -1.670 0.917
H: -1.511 0.693 -0.776
H: -1.264 0.678 0.976
H: 1.136 0.541 0.725
H: 0.741 1.524 -0.696
H: -0.385 -1.513 -2.118
H: 0.587 -2.496 -1.006
C: -1.401 -0.560 5.129
C: -0.606 0.707 5.425
C: 0.602 0.532 4.510
O: 0.145 -0.205 3.375
C: -1.153 -0.737 3.638
H: -2.453 -0.478 5.378
H: -0.980 -1.404 5.682
H: -1.182 1.586 5.130
H: -0.329 0.818 6.473
H: 1.395 -0.042 5.003
H: 1.023 1.480 4.172
H: -1.884 -0.170 3.050
H: -1.188 -1.780 3.320
C: -5.008 0.774 8.531
C: -4.215 2.047 8.818
C: -3.014 1.873 7.898
O: -3.475 1.132 6.766
C: -4.773 0.597 7.037
H: -6.065 0.846 8.785
H: -4.581 -0.066 9.083
H: -4.794 2.924 8.521
H: -3.933 2.163 9.863
H: -2.218 1.302 8.389
H: -2.598 2.821 7.557
H: -5.510 1.155 6.450
H: -4.800 -0.447 6.722
C: 1.757 6.249 0.354
C: 0.232 6.182 0.298
C: 0.011 4.856 -0.419
O: 1.106 4.017 -0.057
C: 2.120 4.789 0.588
H: 2.140 6.908 1.132
H: 2.153 6.587 -0.606
H: -0.179 6.139 1.309
H: -0.227 7.023 -0.220
H: 0.015 4.987 -1.506
H: -0.923 4.368 -0.134
H: 2.119 4.545 1.657
H: 3.091 4.519 0.173
C: -0.704 -6.155 -2.031
C: -1.777 -6.510 -1.004
C: -2.155 -5.136 -0.468
O: -1.968 -4.217 -1.546
C: -1.247 -4.855 -2.606
H: -0.552 -6.919 -2.792
H: 0.250 -5.977 -1.531
H: -2.634 -6.971 -1.501
H: -1.432 -7.187 -0.223
H: -1.501 -4.841 0.360
H: -3.190 -5.080 -0.128
H: -1.939 -5.044 -3.433
H: -0.463 -4.183 -2.957
C: -3.237 -1.603 -3.225
C: -2.486 -0.598 -4.097
C: -3.619 0.291 -4.591
O: -4.606 0.299 -3.556
C: -4.307 -0.720 -2.599
H: -2.615 -2.100 -2.486
H: -3.700 -2.371 -3.851
H: -1.789 -0.019 -3.486
H: -1.923 -1.055 -4.910
H: -4.072 -0.114 -5.503
H: -3.301 1.315 -4.789
H: -3.937 -0.242 -1.684
H: -5.222 -1.263 -2.359